[1]
Here is a cluster of 2 separate species, C5H11NO in total from the Open Molecules 2025 dataset. Energies are from wB97M-V/def2-TZVPD.

Computed properties:
frontier orbital gap = 7.8 eV
LUMO level = 0.5 eV
calculated total energy = -8899.053 eV
energy relative to the best compared isomer or geometry (same formula, charge and spin) = 61.0 kcal per mole
total charge = 0
HOMO energy = -0.2683 Eh

Positions of all 18 atoms, in Å:
C: 0.727 -0.567 -1.961
N: 2.032 0.757 0.144
C: 1.448 -0.471 0.382
C: 0.534 -0.940 -0.505
C: -0.556 -1.856 -0.120
C: -0.785 -2.461 1.052
H: 0.383 0.411 -2.286
H: 1.756 -0.729 -2.279
H: 0.150 -1.294 -2.541
H: 1.496 1.470 -0.312
H: 2.753 1.108 0.743
H: 1.740 -0.992 1.284
H: -1.417 -1.725 -0.780
H: 0.043 -2.686 1.710
H: -1.811 -2.722 1.260
H: -1.818 3.939 0.814
H: -3.074 3.427 1.477
O: -2.768 4.107 0.866

---

[2]
Here is a cluster of 2 separate species, C5H11NO in total from the Open Molecules 2025 dataset. Energies are from wB97M-V/def2-TZVPD.

Computed properties:
frontier orbital gap = 8.2 eV
LUMO level = 0.6 eV
calculated total energy = -8897.815 eV
energy relative to the best compared isomer or geometry (same formula, charge and spin) = 89.5 kcal per mole
total charge = 0
HOMO energy = -0.2809 Eh

Positions of all 18 atoms, in Å:
N: -1.574 -0.048 -1.088
C: -0.264 -0.582 -0.934
C: 0.136 -1.166 0.220
C: -0.506 -0.751 1.382
C: 0.149 -0.535 2.565
C: 0.639 -0.401 -2.250
H: -1.544 0.904 -1.444
H: -2.211 -0.275 -0.261
H: 1.040 -1.849 0.184
H: -1.502 -0.899 1.197
H: -0.308 -0.440 3.557
H: 1.004 -0.038 2.549
H: 0.059 0.409 -2.648
H: 1.702 -0.232 -1.950
H: 0.655 -1.349 -2.806
H: 1.157 1.747 0.412
H: 0.536 3.076 0.324
O: 0.833 2.429 0.990

---

Q: calculated total energy of number 1 (C5H11NO)?
A: -8899.053 eV